A molecular structure, C45H52BaN12O4S3, computed with ωB97M-V with the def2-TZVPD basis set.

CARTESIAN COORDINATES (ANGSTROEM)
Ba1 2.13405 -0.29666 0.67167
C1 -3.17288 -1.16451 -6.10153
C2 -3.00319 -0.20814 -4.91933
C3 -4.30317 -0.23289 -4.10223
C4 -2.79333 1.20750 -5.47527
C5 -1.81196 -0.58798 -4.03479
C6 -1.57031 0.09824 -2.88274
C7 -0.49110 -0.21576 -2.01204
N1 -0.35255 0.29413 -0.76678
C8 -0.88472 1.37278 -0.25757
C9 -1.47464 2.47375 -0.97979
C10 -2.13328 3.47137 -0.36138
C11 -2.26393 3.41581 1.08319
C12 -1.66363 2.49251 1.86781
C13 -0.83441 1.45742 1.22156
O1 -0.20088 0.64501 1.89974
C14 -1.73913 2.53325 3.39403
C15 -2.29532 1.20777 3.94222
C16 -0.34222 2.80123 3.98070
C17 -2.66802 3.65206 3.87158
C18 -2.68141 4.64902 -1.17604
C19 -3.64878 4.12334 -2.24638
C20 -3.44391 5.64992 -0.30395
C21 -1.52216 5.38695 -1.85896
C22 0.40667 -1.31628 -2.33899
O2 1.37461 -1.63144 -1.60162
C23 0.10583 -2.06086 -3.55314
C24 -0.93707 -1.66856 -4.34478
C25 0.97569 -3.26934 -3.90918
C26 0.51806 -3.94322 -5.20471
C27 0.90037 -4.32279 -2.79027
C28 2.43618 -2.82947 -4.10647
H1 -4.03737 -0.86007 -6.69703
H2 -3.33881 -2.18969 -5.76269
H3 -2.29728 -1.15520 -6.75413
H4 -5.15759 0.00679 -4.74285
H5 -4.28071 0.49431 -3.28924
H6 -4.46218 -1.22092 -3.66484
H7 -3.64267 1.51190 -6.09560
H8 -1.88608 1.25169 -6.08183
H9 -2.68622 1.93127 -4.66565
H10 -2.27606 0.85434 -2.56583
H11 -1.28726 2.52576 -2.04513
H12 -2.84720 4.18927 1.56015
H13 -1.63852 0.37596 3.70003
H14 -3.28911 1.00786 3.52943
H15 -2.38538 1.27258 5.03028
H16 0.37177 2.02067 3.72714
H17 -0.41059 2.86397 5.07110
H18 0.05159 3.75054 3.60942
H19 -3.68578 3.53029 3.48820
H20 -2.29833 4.63730 3.57660
H21 -2.71437 3.62892 4.96210
H22 -4.47215 3.56889 -1.78829
H23 -3.14199 3.45785 -2.94741
H24 -4.06699 4.95598 -2.81981
H25 -4.29267 5.18350 0.20302
H26 -3.83028 6.45309 -0.93572
H27 -2.79426 6.10246 0.44777
H28 -0.97951 4.73140 -2.54111
H29 -0.79423 5.74324 -1.12944
H30 -1.90316 6.23817 -2.43168
H31 -1.13307 -2.23790 -5.24163
H32 -0.51114 -4.30515 -5.13309
H33 1.16203 -4.80388 -5.39938
H34 0.59128 -3.26971 -6.06329
H35 -0.13062 -4.66565 -2.66414
H36 1.25305 -3.91716 -1.84494
H37 1.51786 -5.18737 -3.05207
H38 2.50524 -2.08850 -4.90885
H39 3.04953 -3.69169 -4.38580
H40 2.83719 -2.39990 -3.19097
O3 4.23090 -4.47874 1.30149
C29 3.50090 -3.48397 1.39189
O4 3.79156 -2.27333 1.19272
C30 2.04399 -3.79729 1.78569
C31 1.73192 -5.08115 2.23280
C32 0.42874 -5.38127 2.57159
C33 -0.54537 -4.39901 2.43393
C34 -0.15494 -3.15657 1.97700
N2 1.11015 -2.84884 1.67337
H41 2.53271 -5.80251 2.29459
H42 0.16597 -6.36797 2.93466
H43 -1.58202 -4.59166 2.67787
H44 -0.87883 -2.35699 1.85156
N3 7.31067 0.59205 -2.48698
N4 5.92627 0.48311 -2.41709
N5 5.14675 0.61769 -3.46584
C35 3.95508 0.46967 -2.91104
N6 4.03458 0.26513 -1.58223
N7 5.30728 0.27155 -1.28784
H45 7.65219 -0.23115 -2.97367
H46 7.62595 0.54917 -1.52277
H47 3.02880 0.50651 -3.45804
S1 3.42670 -0.53651 8.79883
C36 3.20902 -0.25769 7.16479
S2 3.99494 1.02826 6.31643
C37 3.15943 0.61700 4.79793
N8 2.39510 -0.42279 4.96416
N9 2.44760 -0.91239 6.26273
C38 1.60691 -2.03900 6.48727
C39 0.45673 -2.16197 5.70893
C40 -0.37156 -3.25949 5.86807
C41 -0.06519 -4.24508 6.79807
C42 1.08679 -4.12153 7.55995
C43 1.92798 -3.02745 7.40826
S3 3.37049 1.51571 3.39165
H48 0.24385 -1.40159 4.97148
H49 -1.25800 -3.34777 5.25194
H50 -0.71136 -5.10614 6.91877
H51 1.34788 -4.89001 8.27767
H52 2.82615 -2.94021 7.99799
N10 2.15724 2.55162 -0.06112
C44 1.99890 3.63292 -0.46841
N11 1.71851 4.84238 -0.86460
C45 2.42163 5.44064 -1.80235
N12 2.95955 6.05736 -2.62942

The frontier orbital gap comes out at 5.384 eV. The calculation puts the HOMO energy at -2.74 eV. The charge is -2. The total energy comes out at -3924.2823 a.u. The value obtained for the energy above the lowest of the compared OMol25 structures with the same formula, charge and spin is 60.13 kJ/mol.